# 1
ORCA calculation (wB97M-V/def2-TZVPD) on C25H30GaIN4O2P2 as an isolated structure.

For the calculated total energy, the calculation gives -115487.401 eV. The total charge is +4.

Positions of all 65 atoms, in Å:
Ga 0.74 -0.69 0.38
N 0.00 1.27 -0.26
C 0.87 2.39 0.13
C 0.56 3.67 -0.29
C 1.39 4.73 0.06
C 2.53 4.51 0.83
C 2.85 3.22 1.23
C 2.01 2.15 0.89
P 2.50 0.52 1.40
C 4.16 0.17 0.88
C 4.48 0.37 -0.47
C 5.79 0.23 -0.87
C 6.78 -0.10 0.06
C 6.45 -0.29 1.40
C 5.14 -0.16 1.82
C 2.19 0.23 3.15
C 2.44 -1.05 3.66
C 2.14 -1.33 4.98
C 1.57 -0.34 5.79
C 1.32 0.92 5.28
C 1.62 1.22 3.95
H -0.93 1.40 0.15
H -0.15 1.31 -1.26
H -0.32 3.85 -0.89
H 1.15 5.73 -0.28
H 3.17 5.33 1.10
H 3.74 3.04 1.81
H 3.72 0.65 -1.19
H 6.06 0.40 -1.91
H 7.80 -0.21 -0.26
H 7.22 -0.52 2.12
H 4.89 -0.29 2.86
H 2.91 -1.81 3.04
H 2.37 -2.30 5.40
H 1.34 -0.56 6.82
H 0.92 1.70 5.92
H 1.44 2.21 3.56
N -3.32 0.89 3.68
C -2.45 -0.28 3.31
P -2.37 -0.38 1.47
O -2.62 1.00 0.99
O -1.06 -1.06 1.04
C -3.72 -1.53 0.97
N -3.70 -1.84 -0.50
H -3.29 1.58 2.91
H -3.01 1.35 4.54
H -4.30 0.64 3.83
H -2.79 -1.18 3.82
H -1.43 -0.07 3.64
H -4.68 -1.06 1.19
H -3.65 -2.47 1.53
H -2.76 -2.06 -0.82
H -4.05 -1.05 -1.05
H -4.31 -2.65 -0.73
I 1.10 -1.45 -2.40
C 1.41 -3.05 -1.08
C 1.84 -4.29 -1.49
C 1.96 -5.27 -0.51
C 1.65 -4.96 0.81
C 1.23 -3.68 1.13
N 1.11 -2.73 0.18
H 2.07 -4.49 -2.53
H 2.30 -6.26 -0.78
H 1.73 -5.71 1.59
H 0.99 -3.39 2.14



# 2
ORCA calculation (wB97M-V/def2-TZVPD) on C25H30N3O3RuSi as an isolated structure.

For the calculated total energy, the calculation gives -47456.843 eV. The total charge is +3.

Positions of all 63 atoms, in Å:
Ru 0.32 0.73 -0.35
O 1.62 -3.29 5.91
C 0.37 -3.22 5.49
O -0.54 -3.79 6.03
C 0.06 -2.35 4.28
C -1.14 -2.62 3.61
C -1.52 -1.86 2.53
C -0.71 -0.80 2.11
C 0.49 -0.53 2.77
C 0.86 -1.30 3.86
N -1.09 0.03 1.03
C -2.29 0.42 0.89
C -2.66 1.20 -0.27
C -3.95 1.66 -0.47
C -4.24 2.38 -1.63
C -3.22 2.61 -2.54
C -1.94 2.13 -2.27
N -1.67 1.45 -1.16
H 2.29 -2.87 5.38
H -1.76 -3.43 3.98
H -2.43 -2.10 1.99
H 1.10 0.31 2.44
H 1.77 -1.03 4.39
H -3.05 0.19 1.63
H -4.72 1.46 0.27
H -5.24 2.75 -1.80
H -3.40 3.16 -3.45
H -1.13 2.31 -2.96
C 0.48 4.30 2.33
C 1.09 3.51 1.23
C 2.44 3.91 0.76
O 0.49 2.54 0.75
H 0.92 5.29 2.39
H 0.69 3.80 3.28
H -0.60 4.36 2.22
H 3.15 3.87 1.60
H 2.42 4.95 0.43
H 2.80 3.27 -0.05
C 0.83 -3.67 -2.75
Si 0.15 -2.60 -1.37
C 1.20 -2.84 0.21
C -1.70 -2.80 -1.13
N 0.48 -0.83 -1.57
C 1.18 -0.20 -2.53
C 1.93 0.94 -2.05
C 2.56 1.78 -2.94
C 2.48 1.51 -4.31
C 1.83 0.37 -4.78
C 1.17 -0.48 -3.92
H 0.88 -4.69 -2.36
H 1.84 -3.38 -3.05
H 0.18 -3.68 -3.62
H 0.61 -3.34 0.98
H 1.59 -1.91 0.61
H 2.05 -3.49 -0.04
H -1.89 -3.72 -0.59
H -2.20 -2.88 -2.10
H -2.16 -1.97 -0.59
H 2.29 0.90 -0.99
H 3.17 2.60 -2.59
H 2.97 2.18 -5.01
H 1.86 0.14 -5.84
H 0.63 -1.34 -4.29



# 3
ORCA calculation (wB97M-V/def2-TZVPD) on C25H30N3O5Pd as an isolated structure.

For the calculated total energy, the calculation gives -44593.377 eV. Its spin multiplicity is 5. The total charge is -1.

Positions of all 64 atoms, in Å:
C 6.09 3.59 -0.90
C 4.88 3.32 0.00
C 6.39 2.26 -1.65
C 5.64 1.17 -0.84
H 7.47 2.11 -1.60
H 6.06 2.35 -2.69
C 5.15 1.89 0.45
H 3.96 3.37 -0.62
H 4.80 4.03 0.84
C 3.92 1.18 0.92
H 5.93 1.91 1.23
H 6.31 0.34 -0.57
C 4.34 0.57 -1.47
C 5.92 4.80 -1.79
C 7.29 4.01 -0.04
O 8.44 3.69 -0.26
O 4.94 5.03 -2.48
O 6.99 5.61 -1.73
O 6.93 4.81 0.98
C 8.07 5.45 1.59
H 7.64 6.12 2.34
H 8.62 6.01 0.83
H 8.72 4.70 2.06
C 6.88 6.76 -2.57
H 6.74 6.45 -3.61
H 7.81 7.29 -2.43
H 6.02 7.37 -2.26
O 3.25 0.77 -0.30
H 3.26 1.86 1.48
H 4.18 0.30 1.53
C 4.37 -0.93 -1.69
C 3.81 1.29 -2.69
H 4.51 1.20 -3.54
H 3.64 2.35 -2.50
H 2.87 0.84 -3.02
H 3.37 -1.31 -1.95
H 4.69 -1.45 -0.78
H 5.05 -1.21 -2.51
Pd 1.19 0.11 -0.23
C 0.17 -1.86 1.34
C 1.52 -1.32 1.41
C 1.41 -0.03 2.10
H 2.44 -1.84 1.20
C 0.02 0.22 2.32
C -0.72 -0.92 1.92
H -1.79 -1.06 2.07
H -0.09 -2.86 1.01
H 2.24 0.52 2.52
H -0.37 1.13 2.79
C -0.28 1.10 -2.07
C -1.23 1.04 -1.01
C -0.73 1.78 0.09
H -2.21 0.57 -1.07
C 0.58 2.27 -0.25
C 0.84 1.89 -1.62
H 1.64 2.28 -2.24
H -0.40 0.71 -3.08
H -1.26 2.02 1.01
H 1.24 2.88 0.38
N 0.85 -1.62 -1.52
C -0.32 -1.86 -1.62
N -1.58 -1.98 -1.77
C -2.32 -3.05 -1.65
N -3.08 -3.94 -1.55